Molecular formula: C7H9N3
Method: DFT, ωB97M-V/def2-TZVPD

Summary:
* LUMO: 0.7946 eV
* energy: -11872.562 eV
* highest occupied orbital energy: -8.9 eV
* energy relative to the best compared isomer or geometry (same formula, charge and spin): 2.929 eV
* gap between HOMO and LUMO: 9.7 eV

Element x y z (Å)
C: 0.9995 -2.0350 0.8277
C: -0.0928 -0.0797 -0.4311
C: -1.0813 0.2783 0.5204
C: -1.6863 1.5080 0.3541
C: -1.2830 2.4429 -0.5591
C: -0.3840 2.0886 -1.4929
C: 0.2717 0.8563 -1.4314
H: 1.3058 -0.1442 1.7449
H: 1.9057 -1.6968 2.3777
H: 1.2779 -3.4964 -0.0945
H: 0.2028 -1.9931 -1.1113
H: -1.1091 -0.3062 1.4733
H: -2.5869 1.6993 1.2170
H: -1.8669 3.4246 -0.9336
H: 0.0901 2.7515 -2.5763
H: 1.0199 0.4698 -2.2132
N: 1.1327 -1.2420 1.9325
N: 1.3106 -3.1868 0.8413
N: 0.5736 -1.3392 -0.4457


Molecular formula: C7H9N3O3S
Method: DFT, ωB97M-V/def2-TZVPD

Summary:
* LUMO (alpha / beta): -1.6840 / -2.3186 eV
* energy: -28846.107 eV
* highest occupied orbital energy (alpha / beta): -9.2 / -8.9 eV
* energy relative to the best compared isomer or geometry (same formula, charge and spin): 5.980 eV
* gap between HOMO and LUMO (alpha / beta): 7.5 / 6.6 eV

Element x y z (Å)
C: 1.9320 -2.6541 0.5143
C: 0.6705 -2.4802 -0.0857
C: 1.7949 -0.6265 0.0636
C: -0.4785 -0.2925 -0.7556
C: -0.8320 0.8612 0.0951
C: -1.3530 2.0151 -0.6118
C: -1.1005 0.6787 1.6037
N: 2.6264 -1.5003 0.5727
N: -1.8108 -0.8158 -0.5198
N: 0.6236 -1.1638 -0.3001
O: -2.7814 -0.5104 -1.2452
O: 2.8273 1.9940 0.5514
O: 1.9315 1.2142 -1.6493
S: 1.8700 1.2293 -0.2384
H: 2.5139 -3.5176 0.8304
H: -0.1454 -3.1499 -0.2626
H: -0.2891 0.0230 -1.8326
H: -0.6040 2.3049 -1.4569
H: -1.7309 2.8377 0.0069
H: -2.2681 1.7056 -1.1871
H: -0.2141 0.5095 2.2202
H: -1.6454 -0.2833 1.6683
H: -1.5370 1.6211 2.0185